Entry from the OMol25 dataset: a single C24H40N4O2S molecule (ωB97M-V/def2-TZVPD).

```
! RIJCOSX wB97M-V def2-TZVPD def2/J DEFGRID3
* xyz 0 1
C -0.061 2.219 1.450
C -1.241 1.748 2.298
O -0.984 1.656 3.681
C -0.220 0.550 4.109
C 1.261 0.874 4.337
C 2.044 -0.341 4.846
N 2.064 -1.418 3.884
C 2.929 -1.459 2.842
S 4.252 -0.458 2.791
N 2.715 -2.393 1.887
C 1.419 -2.927 1.498
C 1.795 -4.150 0.651
C 3.199 -3.825 0.114
C 3.496 -2.427 0.662
C 2.995 -1.316 -0.267
C 1.505 -1.478 -0.576
N 1.011 -0.253 -1.179
C -0.272 -0.195 -1.669
O -0.958 -1.188 -1.811
N -0.673 1.077 -1.963
C -1.933 1.400 -2.632
C -2.021 0.730 -4.008
C -3.339 1.114 -4.677
C -4.505 0.646 -3.809
C -4.422 1.319 -2.441
C -4.489 2.836 -2.610
C -3.319 3.299 -3.477
C -3.403 2.631 -4.849
C -2.001 2.918 -2.803
C -3.107 0.937 -1.765
C 0.700 -1.847 0.683
H 0.330 3.156 1.841
H 0.739 1.483 1.447
H -0.399 2.368 0.428
H -2.054 2.476 2.222
H -1.603 0.781 1.915
H -0.661 0.231 5.062
H -0.329 -0.275 3.390
H 1.332 1.679 5.069
H 1.725 1.221 3.414
H 3.079 -0.046 5.032
H 1.605 -0.721 5.771
H 1.246 -2.004 3.851
H 0.815 -3.219 2.362
H 1.068 -4.309 -0.142
H 1.818 -5.044 1.274
H 3.243 -3.839 -0.973
H 3.930 -4.539 0.493
H 4.551 -2.270 0.891
H 3.570 -1.309 -1.193
H 3.165 -0.363 0.241
H 1.356 -2.265 -1.322
H 1.422 0.601 -0.832
H 0.048 1.777 -2.040
H -1.960 -0.351 -3.878
H -1.176 1.047 -4.625
H -3.397 0.633 -5.660
H -4.465 -0.439 -3.690
H -5.453 0.898 -4.292
H -5.257 0.984 -1.816
H -5.433 3.117 -3.082
H -4.444 3.323 -1.634
H -3.360 4.388 -3.597
H -4.338 2.911 -5.340
H -2.579 2.971 -5.480
H -1.161 3.260 -3.414
H -1.930 3.401 -1.825
H -3.045 -0.143 -1.635
H -3.035 1.404 -0.779
H -0.293 -2.179 0.380
H 0.586 -0.954 1.305
*
```

The molecular weight is 448.68 g/mol. The structure (SMILES) is CCOCCCNC(=S)N1[C@@H]2CC[C@H]1C[C@H](NC(=O)N[C@]13C[C@H]4C[C@H](C[C@H](C4)C1)C3)C2. As for the LUMO energy: 0.64 eV. The value obtained for the energy above the lowest of the compared OMol25 structures with the same formula, charge and spin is 0.0 kcal/mol.

List of Mulliken charges in e, atom by atom: 0.308, -0.337, -0.446, -0.341, -0.007, -1.410, -0.089, 0.443, -0.376, 0.051, -0.515, -0.997, -0.896, -0.509, -1.265, 0.186, -0.194, 0.330, -0.684, -0.118, 0.956, -1.521, 0.441, -1.358, 0.439, -1.461, 0.426, -1.451, -1.700, -1.366, 0.122, 0.451, -0.506, -0.341, 0.359, 0.301, 0.304, 0.132, 0.432, 0.016, 0.435, 0.458, 0.323, 0.543, 0.349, 0.412, 0.371, 0.366, 0.600, 0.384, 0.413, 0.146, 0.387, 0.497, 0.530, 0.395, 0.240, 0.511, 0.481, 0.285, 0.505, 0.475, 0.264, 0.499, 0.479, 0.624, 0.431, 0.554, 0.260, 0.781, -0.805


Entry from the OMol25 dataset: a single C4H7NO2 molecule at a distorted geometry (ωB97M-V/def2-TZVPD).

```
! RIJCOSX wB97M-V def2-TZVPD def2/J DEFGRID3
* xyz 0 1
O 0.112 -2.204 1.105
C -0.035 -1.123 0.586
C -1.166 -0.657 -0.327
N -0.948 0.756 -0.561
C 0.060 1.262 0.351
C 0.922 0.042 0.570
O 1.378 -0.088 -0.861
H -1.153 -1.299 -1.216
H -2.111 -0.786 0.204
H -0.977 1.119 -1.494
H -0.451 1.677 1.226
H 0.732 2.022 -0.062
H 1.619 0.071 1.436
H 2.019 -0.792 -0.956
*
```

The molecular weight is 101.10 g/mol. The structure (SMILES) is O=C1CNC[C@@H]1O. As for the LUMO energy: 0.79 eV. The value obtained for the energy above the lowest of the compared OMol25 structures with the same formula, charge and spin is 47.2 kcal/mol.

List of Mulliken charges in e, atom by atom: -0.578, 0.262, -0.384, -0.353, -0.766, 0.138, -0.509, 0.254, 0.285, 0.272, 0.315, 0.343, 0.413, 0.309


Entry from the OMol25 dataset: 8 unconnected molecules or ions with the total composition C20H58N2O8 at a distorted geometry (ωB97M-V/def2-TZVPD).

```
! RIJCOSX wB97M-V def2-TZVPD def2/J DEFGRID3
* xyz 0 1
C 4.428 -0.623 4.067
O 3.410 -1.548 3.922
C 2.937 -1.613 2.614
C 1.807 -2.577 2.577
C 2.272 -4.000 2.868
N 1.153 -2.474 1.253
H 4.762 -0.262 3.088
H 5.266 -1.109 4.551
H 4.024 0.204 4.643
H 2.584 -0.613 2.302
H 3.724 -1.936 1.902
H 1.079 -2.273 3.342
H 3.146 -4.197 2.234
H 1.470 -4.726 2.773
H 2.643 -4.109 3.898
H 1.823 -2.211 0.522
H 0.792 -3.390 0.995
C -3.255 -0.403 5.896
O -3.703 0.214 4.726
C -2.654 0.685 4.000
C -3.147 1.604 2.947
C -3.893 0.808 1.868
N -1.993 2.392 2.434
H -2.425 -1.099 5.705
H -4.068 -0.970 6.361
H -2.939 0.327 6.668
H -1.885 1.153 4.634
H -2.090 -0.125 3.479
H -3.862 2.313 3.386
H -4.350 1.481 1.113
H -4.752 0.215 2.217
H -3.219 0.184 1.261
H -2.290 2.784 1.542
H -1.211 1.760 2.209
C -0.125 -1.536 -4.170
C 1.183 -1.074 -3.551
O 1.108 0.319 -3.323
H -0.032 -2.618 -4.382
H -0.361 -1.036 -5.105
H -0.949 -1.418 -3.474
H 2.094 -1.310 -4.110
H 1.302 -1.572 -2.574
H 1.726 0.573 -2.618
C 1.285 1.428 -0.238
C 0.004 0.640 0.125
O -0.025 0.227 1.526
H 1.565 2.089 0.580
H 1.181 1.927 -1.194
H 2.107 0.694 -0.343
H -0.133 -0.251 -0.509
H -0.902 1.242 -0.082
H 0.255 -0.716 1.530
C -0.391 3.933 -2.028
C 0.357 4.021 -3.377
O 0.081 2.974 -4.267
H 0.276 4.411 -1.297
H -0.679 2.930 -1.738
H -1.296 4.539 -2.014
H 1.432 4.191 -3.263
H -0.036 4.905 -3.892
H 0.206 2.126 -3.813
C -2.038 -2.612 -0.863
C -1.898 -4.143 -0.781
O -1.047 -4.506 0.252
H -2.882 -2.323 -1.502
H -1.170 -2.211 -1.400
H -2.089 -2.158 0.118
H -1.473 -4.493 -1.734
H -2.871 -4.648 -0.758
H -1.523 -4.966 0.946
C 5.015 1.254 -2.185
C 4.736 0.116 -1.275
O 3.435 -0.471 -1.545
H 4.900 1.017 -3.245
H 6.009 1.696 -2.054
H 4.293 2.053 -1.975
H 4.742 0.498 -0.244
H 5.527 -0.644 -1.248
H 3.572 -1.329 -1.959
C -3.076 1.411 -3.002
C -3.859 2.551 -3.548
O -3.927 3.625 -2.559
H -2.006 1.504 -3.200
H -3.373 0.476 -3.484
H -3.202 1.353 -1.919
H -4.881 2.209 -3.760
H -3.353 2.881 -4.464
H -4.376 4.353 -3.010
*
```

The molecular weight is 454.69 g/mol. The structure (SMILES) is COC[C@H](C)N.COC[C@H](C)N.CCO.CCO.CCO.CCO.CCO.CCO. As for the LUMO energy: 0.27 eV. The value obtained for the energy above the lowest of the compared OMol25 structures with the same formula, charge and spin is 15.1 kcal/mol.

List of Mulliken charges in e, atom by atom: -0.721, -0.373, -0.622, 0.526, -1.524, -0.269, 0.285, 0.283, 0.257, 0.533, 0.276, 0.141, 0.328, 0.419, 0.373, -0.028, 0.197, -0.729, -0.349, -0.604, 0.590, -1.019, -0.799, 0.280, 0.270, 0.286, 0.489, 0.112, 0.260, 0.329, 0.396, 0.022, 0.285, 0.193, -1.074, 0.379, -0.461, 0.368, 0.362, 0.032, 0.286, -0.110, 0.142, -0.427, 1.466, -0.394, 0.482, -0.149, -0.342, -0.526, -0.149, -0.014, -0.355, -0.374, -0.554, 0.367, -0.363, 0.382, 0.241, 0.345, 0.275, -0.004, -0.616, -0.466, 0.488, -0.526, 0.089, 0.239, 0.386, 0.281, -1.146, -0.192, -0.243, 0.286, 0.396, 0.215, 0.108, 0.496, 0.197, -0.266, -0.479, -0.509, -0.091, 0.450, 0.038, 0.364, 0.289, 0.282


Entry from the OMol25 dataset: a molecular structure, C6H2O4Rb at a distorted geometry (ωB97M-V/def2-TZVPD).

```
! RIJCOSX wB97M-V def2-TZVPD def2/J DEFGRID3
* xyz -1 1
Rb -1.754 -1.824 -5.476
C -0.024 1.478 -0.052
C 0.511 0.434 -0.934
C 0.717 -0.993 -0.291
O 1.084 -1.923 -1.000
C 0.351 -1.149 1.088
C -0.145 -0.108 1.808
C -0.378 1.246 1.200
O -0.962 2.268 1.734
O -0.428 -0.358 3.032
O 0.718 0.596 -2.152
H -0.127 2.429 -0.554
H 0.438 -2.098 1.597
*
```

The molecular weight is 223.55 g/mol. As for the LUMO energy: -0.06 eV. The value obtained for the energy above the lowest of the compared OMol25 structures with the same formula, charge and spin is 71.0 kcal/mol.

List of Mulliken charges in e, atom by atom: 0.806, -0.444, 0.487, 0.452, -0.765, -0.692, 0.396, 0.322, -0.785, -0.779, -0.780, 0.383, 0.399